No. 1
Here is 2 unconnected molecules or ions with the total composition C4H13N2O from OMol25. Energies are from ωB97M-V/def2-TZVPD.

Results
Energy relative to the best compared isomer or geometry (same formula, charge and spin), kJ/mol: 274.2
Spin multiplicity: 1
Total charge: +1
LUMO energy, eV: -3.0110
Kohn-Sham gap, eV: 10.07

Geometry (Å):
C  -0.49  -0.68  1.33
C  -0.99  0.67  0.80
C  -1.67  0.54  -0.56
C  -1.12  0.17  -2.78
N  -0.75  -0.03  -1.59
N  0.73  -0.94  0.49
H  -1.14  -1.48  0.97
H  -0.20  -0.78  2.37
H  -1.63  1.13  1.55
H  -0.25  1.48  0.76
H  -2.52  -0.13  -0.40
H  -2.11  1.49  -0.86
H  -2.14  0.07  -3.18
H  -0.42  0.52  -3.54
H  1.55  -0.37  0.78
H  1.21  -1.82  0.71
H  0.72  -0.81  -0.54
H  4.08  0.46  1.65
H  2.75  1.12  1.77
O  3.14  0.26  1.59


No. 2
Here is a molecular structure, C6H6N from OMol25. Energies are from ωB97M-V/def2-TZVPD.

Results
Energy relative to the best compared isomer or geometry (same formula, charge and spin), kJ/mol: 435.8
Spin multiplicity: 1
Total charge: +1
LUMO energy, eV: -7.3622
Kohn-Sham gap, eV: 6.07

Geometry (Å):
C  -0.33  0.07  0.52
C  0.23  0.29  -0.65
C  -0.07  -2.14  0.98
C  0.38  -2.25  -0.34
C  -0.55  -0.92  1.44
C  0.45  -1.01  -0.93
N  -0.15  3.08  -1.30
H  0.13  -2.87  1.67
H  0.86  -3.24  -0.70
H  -0.86  -0.78  2.47
H  0.64  3.67  -1.62
H  0.14  2.37  -0.64
H  -0.86  3.73  -0.90


No. 3
Here is a molecular structure, C25H32F6N5O7S2SiV from OMol25. Energies are from ωB97M-V/def2-TZVPD.

Results
Energy relative to the best compared isomer or geometry (same formula, charge and spin), kJ/mol: 175.5
Spin multiplicity: 1
Total charge: +2
LUMO energy (alpha / beta), eV: -7.9516 / -7.9557
Kohn-Sham gap (alpha / beta), eV: 5.98 / 5.97

Geometry (Å):
V  -0.34  0.31  -0.26
C  1.28  -3.84  -0.29
C  0.93  -2.48  -0.81
N  0.45  -1.57  -0.03
N  0.44  -1.91  1.33
C  0.52  -0.84  2.05
O  0.52  0.34  1.42
C  0.61  -0.87  3.50
C  0.93  0.28  4.21
C  1.00  0.25  5.59
C  0.74  -0.94  6.26
C  0.41  -2.09  5.56
C  0.35  -2.06  4.18
C  1.26  -2.17  -2.22
C  0.99  -3.10  -3.22
C  1.29  -2.76  -4.53
C  1.87  -1.53  -4.78
C  2.13  -0.68  -3.70
N  1.82  -0.98  -2.44
H  1.56  -3.81  0.76
H  2.07  -4.28  -0.90
H  0.39  -4.47  -0.37
H  1.11  1.21  3.67
H  1.25  1.14  6.14
H  0.79  -0.96  7.34
H  0.20  -3.01  6.10
H  0.08  -2.95  3.63
H  0.55  -4.06  -2.98
H  1.09  -3.45  -5.33
H  2.13  -1.23  -5.78
H  2.59  0.28  -3.87
C  -3.21  2.22  -1.60
Si  -2.04  1.26  -2.65
C  -2.95  0.18  -3.87
C  -0.75  2.30  -3.46
C  -1.13  -0.42  -1.87
H  -3.83  2.77  -2.32
H  -2.73  2.97  -0.98
H  -3.88  1.61  -1.00
H  -3.53  0.86  -4.50
H  -3.65  -0.51  -3.40
H  -2.28  -0.38  -4.52
H  -1.26  2.93  -4.20
H  0.00  1.71  -3.99
H  -0.25  2.97  -2.77
H  -0.51  -0.71  -2.70
H  -1.88  -1.18  -1.64
O  2.59  2.12  -2.17
C  2.11  1.77  -1.12
O  0.84  1.44  -0.96
C  2.98  1.68  0.14
N  4.26  2.41  -0.18
C  5.42  1.44  -0.01
C  4.76  0.10  -0.24
C  3.41  0.24  0.47
H  2.46  2.17  0.97
H  4.38  3.25  0.39
H  4.18  2.70  -1.17
H  5.79  1.55  1.00
H  6.20  1.71  -0.72
H  5.36  -0.72  0.15
H  4.61  -0.08  -1.31
H  3.53  0.14  1.55
H  2.68  -0.48  0.12
F  -1.28  2.50  0.92
C  -2.10  2.25  1.98
F  -3.05  3.14  1.96
F  -1.38  2.33  3.07
S  -2.81  0.51  1.79
O  -1.91  0.02  0.62
O  -2.51  -0.19  2.98
N  -4.17  0.58  1.15
S  -5.54  1.06  1.93
O  -6.22  1.96  1.06
O  -5.25  1.38  3.29
C  -6.46  -0.54  1.90
F  -7.63  -0.37  2.48
F  -6.63  -0.93  0.64
F  -5.76  -1.46  2.55


No. 4
Here is a molecular structure, C2H6MnO9 from OMol25. Energies are from ωB97M-V/def2-TZVPD.

Results
Energy relative to the best compared isomer or geometry (same formula, charge and spin), kJ/mol: 0.0
Spin multiplicity: 6
Total charge: -2
LUMO energy (alpha / beta), eV: 5.0969 / 5.0198
Kohn-Sham gap (alpha / beta), eV: 4.60 / 5.05

Geometry (Å):
Mn  -0.08  -0.04  -0.13
C  0.09  -2.07  -1.85
O  0.32  -2.12  -0.54
O  -0.47  -0.97  -2.23
O  0.43  -3.02  -2.61
C  -0.72  2.57  -0.06
O  -0.97  3.80  0.06
O  -0.34  1.84  0.98
O  -0.87  1.89  -1.15
O  0.57  -0.51  1.94
H  0.64  0.30  2.45
H  1.08  -1.19  2.39
O  2.12  0.35  -0.59
H  2.70  -0.25  -0.12
H  2.68  0.95  -1.09
O  -2.08  -0.50  0.65
H  -2.78  -1.15  0.58
H  -2.33  0.13  1.33


No. 5
Here is a molecular structure, C10H13FNO4S2 from OMol25. Energies are from ωB97M-V/def2-TZVPD.

Results
Spin multiplicity: 1
Total charge: -1
LUMO energy, eV: 2.9058
Kohn-Sham gap, eV: 8.59

Geometry (Å):
C  -1.50  0.74  -3.40
C  -1.42  0.16  -1.99
C  -1.97  0.89  -0.95
C  -1.86  0.39  0.34
C  -1.23  -0.81  0.56
C  -1.09  -1.36  1.98
S  -0.38  -0.10  3.10
O  -1.55  0.59  3.62
O  0.32  -0.74  4.19
N  0.45  0.99  2.26
S  1.96  0.54  1.85
O  2.90  1.39  2.54
O  2.26  -0.87  1.98
C  2.10  1.05  0.11
C  2.72  -0.01  -0.81
F  2.07  -1.23  -0.79
C  -0.72  -1.55  -0.48
C  -0.83  -1.05  -1.76
H  -2.14  1.63  -3.36
H  -1.85  0.00  -4.12
H  -0.49  1.07  -3.67
H  -2.47  1.84  -1.09
H  -2.27  0.95  1.18
H  -0.53  -2.30  2.01
H  -2.11  -1.56  2.33
H  1.13  1.36  -0.30
H  2.76  1.92  0.04
H  3.80  -0.12  -0.67
H  2.60  0.37  -1.84
H  -0.25  -2.51  -0.27
H  -0.40  -1.65  -2.57


| no. | energy (eV) |
| --- | --- |
| 1 | -9378.7419 |
| 2 | -7795.2262 |
| 3 | -119752.2244 |
| 4 | -51921.4749 |
| 5 | -44649.7762 |